No. 1
The following is a quantum chemistry calculation of a molecular structure, C23H29ClN2O6PPdS, from OMol25.

Computed properties:
Orbital gap (eV): 6.3355
Net charge: -1
Total energy (Ha): -2782.2766
Energy relative to the best compared isomer or geometry (same formula, charge and spin) (eV): 0.000

Each line ends with the Mulliken charge.
Cartesian coordinates (Å):
Pd1 -0.270532 0.226775 1.005638  0.26
C1 2.778076 2.122141 -0.979171  -1.05
C2 2.758435 0.894617 -1.861800  -0.24
O1 2.376057 -0.215026 -1.081247  -0.08
C3 2.182459 -1.382511 -1.854099  0.07
C4 1.902038 -2.536647 -0.921434  -1.21
H1 3.005949 3.013933 -1.566145  0.42
H2 3.531369 2.023946 -0.195612  0.36
H3 1.799543 2.258102 -0.514258  0.02
H4 3.743623 0.705816 -2.316499  0.37
H5 2.046018 1.032616 -2.684244  0.22
H6 3.078594 -1.567674 -2.466681  0.35
H7 1.340215 -1.229426 -2.544672  -0.02
H8 2.761946 -2.735124 -0.279998  0.41
H9 1.687938 -3.440220 -1.497847  0.39
H10 1.045425 -2.302104 -0.288715  0.12
O2 -2.484903 1.821959 -0.177193  -0.54
Cl1 -1.904157 2.888592 0.610629  1.65
O3 -2.273593 2.729415 1.986875  -0.64
O4 -2.318577 4.167342 0.113104  -0.71
O5 -0.442696 2.766939 0.481746  -0.73
O6 -1.419235 -1.342511 -0.938434  -0.56
P1 -2.159636 -1.126152 -2.203334  1.83
C5 -3.877303 -0.612295 -1.980347  0.14
C6 -4.319225 0.670081 -2.282769  -0.06
C7 -5.628064 1.039268 -2.005261  -0.68
C8 -6.497682 0.130505 -1.423826  -0.45
C9 -6.060162 -1.151601 -1.113406  -0.68
C10 -4.754537 -1.519863 -1.387847  -0.43
C11 -2.265380 -2.652867 -3.175974  -0.18
C12 -1.355718 -3.661434 -2.877369  -0.61
C13 -1.376982 -4.850617 -3.593203  -0.53
C14 -2.309492 -5.036625 -4.603588  -0.44
C15 -3.228615 -4.036892 -4.896917  -0.70
C16 -3.208782 -2.848742 -4.182037  -0.23
C17 -1.400722 0.113091 -3.285769  0.67
C18 -0.854112 1.238764 -2.668835  0.29
C19 -0.291486 2.245341 -3.439794  -0.82
C20 -0.245020 2.124981 -4.821775  -0.58
C21 -0.763050 0.993625 -5.437375  -0.64
C22 -1.342875 -0.007764 -4.671700  -0.81
H11 -3.638372 1.396395 -2.705334  0.34
H12 -5.956598 2.046606 -2.224816  0.40
H13 -7.514734 0.423944 -1.195397  0.37
H14 -6.733412 -1.858812 -0.645944  0.39
H15 -4.409762 -2.513857 -1.126287  0.42
H16 -0.651549 -3.504268 -2.069494  0.35
H17 -0.669301 -5.634859 -3.355998  0.42
H18 -2.327503 -5.966961 -5.157726  0.38
H19 -3.966035 -4.186027 -5.675596  0.40
H20 -3.936752 -2.074603 -4.397209  0.45
H21 -0.883398 1.337300 -1.591075  -0.16
H22 0.115222 3.121507 -2.950298  0.54
H23 0.200600 2.912249 -5.417413  0.36
H24 -0.716363 0.888918 -6.514182  0.39
H25 -1.740393 -0.887984 -5.161270  0.40
N1 2.292153 0.363766 2.253768  -0.69
C23 0.939207 0.121677 2.621177  0.24
N2 0.516568 1.008345 3.648885  -0.70
S1 0.265496 -1.460107 2.495580  -0.36
H26 2.426999 1.352613 2.062333  0.31
H27 2.492820 -0.140862 1.396211  0.26
H28 0.691768 1.970490 3.371832  0.31
H29 -0.485073 0.914375 3.769526  0.27

Atoms 1-6, force components in eV/Å:
Pd -0.3 0.0 -0.4
C -0.1 0.0 0.0
C 0.0 0.0 0.0
O 0.1 0.0 0.0
C 0.0 0.0 0.0
C 0.0 0.0 0.0


No. 2
The following is a quantum chemistry calculation of a molecular structure, C23H29F10N6OPS3SbW at a distorted geometry, from OMol25.

Computed properties:
Orbital gap (alpha / beta) (eV): 5.3194 / 6.1440
Multiplicity: 2
Net charge: 0
Total energy (Ha): -4139.4655
Energy relative to the best compared isomer or geometry (same formula, charge and spin) (eV): 3.272

Each line ends with the Mulliken charge.
Cartesian coordinates (Å):
W1 0.297626 -0.060269 0.975413  0.46
C1 1.599461 3.248016 1.723804  -1.09
N1 0.375928 2.480856 1.991896  0.76
C2 -0.655521 2.787717 0.989157  -1.31
C3 -0.093122 2.521679 -0.423770  -0.68
N2 0.832234 1.410165 -0.329453  1.80
C4 1.932000 1.388798 -1.096795  -0.58
C5 2.137011 2.085956 -2.312883  0.10
F1 1.131478 2.794229 -2.875961  -0.44
C6 3.342872 2.045777 -2.987254  0.28
F2 3.473256 2.733046 -4.127547  -0.33
C7 4.411740 1.291283 -2.511161  0.65
F3 5.573383 1.266362 -3.177480  -0.33
C8 4.246602 0.557403 -1.336712  0.24
F4 5.243086 -0.194606 -0.863490  -0.33
C9 3.047823 0.628425 -0.661593  0.21
F5 2.912734 -0.032531 0.530743  -0.33
C10 -0.076348 2.838628 3.342725  -0.99
C11 0.666497 2.035011 4.420838  -0.91
N3 0.260460 0.654871 4.407675  0.18
C12 -0.928632 0.322977 5.040714  0.00
C13 -2.134564 0.139633 4.360744  0.09
F6 -2.154534 0.407459 3.023635  -0.16
C14 -3.311248 -0.228459 4.992783  -0.29
F7 -4.437226 -0.373809 4.294528  -0.31
C15 -3.306696 -0.398900 6.373362  0.76
F8 -4.433840 -0.718990 7.009811  -0.30
C16 -2.126699 -0.204723 7.091892  0.24
F9 -2.129418 -0.373414 8.415739  -0.29
C17 -0.959687 0.150600 6.432424  0.29
F10 0.160922 0.362296 7.127673  -0.33
H1 1.362887 4.309956 1.565482  0.40
H2 2.129814 2.876520 0.849776  -0.11
H3 2.277922 3.161373 2.568684  0.41
H4 -0.966432 3.844743 1.052840  0.63
H5 -1.527411 2.147392 1.195688  0.16
H6 0.419524 3.428098 -0.769998  0.58
H7 -0.913122 2.304515 -1.125495  0.02
H8 -1.144828 2.632853 3.431933  0.57
H9 0.068189 3.913277 3.517232  0.41
H10 0.457676 2.464522 5.403598  0.29
H11 1.741550 2.057536 4.249868  0.51
S1 -1.878764 -2.917997 3.369039  -0.52
Sb1 -1.668006 -1.998027 1.306236  0.06
S2 0.925627 -0.389178 3.204826  -0.19
S3 0.697838 -2.377366 0.777646  -0.53
C18 -3.146454 -1.680859 -2.080720  -0.97
N4 -1.943804 -2.420203 -2.415367  0.42
C19 -2.170431 -3.410111 -3.450762  -1.13
P1 -0.515689 -1.528317 -2.431952  -0.06
O1 -0.570302 -0.478914 -1.376236  -0.36
N5 0.708902 -2.649183 -2.433210  0.56
C20 2.043742 -2.089508 -2.413515  -0.98
C21 0.612775 -4.001314 -1.923643  -1.29
N6 -0.236727 -0.758095 -3.906998  0.56
C22 0.126896 -1.483996 -5.103248  -1.06
C23 -0.955268 0.466223 -4.180368  -1.05
H12 -3.832735 -2.322266 -1.524085  0.36
H13 -3.663497 -1.319041 -2.975292  0.27
H14 -2.883061 -0.822453 -1.466283  0.23
H15 -2.662599 -4.285775 -3.022181  0.33
H16 -1.226360 -3.713297 -3.891905  0.37
H17 -2.815467 -3.011210 -4.240135  0.32
H18 2.001234 -1.059694 -2.768110  0.12
H19 2.700049 -2.663074 -3.070729  0.44
H20 2.467327 -2.110364 -1.402684  0.30
H21 -0.385261 -4.194082 -1.538500  0.38
H22 1.322630 -4.150474 -1.108409  0.48
H23 0.847334 -4.721880 -2.713203  0.27
H24 -0.737831 -1.699465 -5.738346  0.30
H25 0.612266 -2.415425 -4.826601  0.33
H26 0.829229 -0.879705 -5.683148  0.34
H27 -1.881736 0.288909 -4.741752  0.28
H28 -0.325892 1.134812 -4.771643  0.37
H29 -1.199308 0.955057 -3.239792  0.14

Atoms 1-6, force components in eV/Å:
W 1.2 -1.1 0.1
C 0.2 -0.1 -0.1
N -0.3 0.1 -0.2
C 0.1 0.1 -0.2
C -0.2 0.3 0.1
N -0.8 0.2 0.7


No. 3
The following is a quantum chemistry calculation of a single C23H29FN2O6S molecule at a distorted geometry, from OMol25.

Computed properties:
Orbital gap (eV): 8.4794
Net charge: 0
SMILES string: CCOc1ccc(CCNC(=O)c2ccc(F)c(S(=O)(=O)N3CCOCC3)c2)cc1OCC
Total energy (Ha): -1952.8213
Energy relative to the best compared isomer or geometry (same formula, charge and spin) (eV): 0.111

Each line ends with the Mulliken charge.
Cartesian coordinates (Å):
C1 -0.060916 3.227709 -0.038838  -0.72
C2 1.400796 3.422183 -0.423699  -0.43
H1 1.561194 4.426670 -0.824415  0.43
O1 2.260304 3.364761 0.703116  -0.43
C3 2.393894 2.173453 1.371576  0.51
C4 2.229751 0.938394 0.754912  -0.11
C5 2.315576 -0.240507 1.472661  -1.01
C6 2.547654 -0.221768 2.840288  0.44
C7 2.776401 1.002783 3.445965  -0.46
C8 2.732510 2.201393 2.739099  0.45
O2 2.948758 3.311326 3.503859  -0.53
C9 3.485271 4.496707 2.940308  -0.24
C10 4.864679 4.281966 2.329012  -1.03
H2 4.794352 3.635715 1.457928  0.24
H3 5.280523 5.237739 2.022710  0.38
H4 5.530239 3.821147 3.055807  0.32
H5 3.551667 5.176419 3.795163  0.38
H6 2.805676 4.922717 2.197727  0.18
H7 2.984342 1.062793 4.503343  0.51
C11 2.416439 -1.483320 3.645313  -1.15
H8 2.637732 -2.348943 3.019570  0.35
H9 3.098147 -1.480828 4.495584  0.44
C12 0.972540 -1.598176 4.172415  -0.84
N1 0.012531 -1.397963 3.111447  -0.06
C13 -0.766264 -2.373940 2.608822  0.26
O3 -0.864720 -3.484456 3.091121  -0.67
C14 -1.560809 -1.970043 1.396368  0.51
C15 -1.044150 -1.141748 0.404029  -0.05
C16 -1.793816 -0.849475 -0.718666  -0.38
C17 -3.068670 -1.370607 -0.844311  0.59
C18 -3.601158 -2.203760 0.126045  -0.75
C19 -2.835209 -2.508007 1.236649  -0.61
H10 -3.212068 -3.173270 1.998529  0.49
H11 -4.593654 -2.605846 -0.002031  0.48
F1 -3.796835 -1.086480 -1.935908  -0.32
S1 -1.110819 0.177388 -2.028286  1.23
O4 0.293670 0.323660 -1.760517  -0.70
O5 -1.902558 1.360623 -2.164031  -0.77
N2 -1.364156 -0.800941 -3.339897  0.29
C20 -1.994489 -0.262736 -4.524902  -0.55
H12 -1.260449 0.260158 -5.154343  0.32
C21 -2.596404 -1.435235 -5.301515  -0.58
H13 -3.390290 -1.897018 -4.697692  0.29
O6 -1.608206 -2.392799 -5.613316  -0.39
C22 -0.997666 -2.900885 -4.452547  -0.75
H14 -1.746515 -3.411515 -3.827887  0.31
C23 -0.345416 -1.781176 -3.634497  -0.36
H15 0.476553 -1.329856 -4.207365  0.30
H16 0.046514 -2.161878 -2.691178  0.31
H17 -0.249738 -3.620080 -4.789425  0.36
H18 -3.005789 -1.099432 -6.254798  0.34
H19 -2.761974 0.437863 -4.200712  0.36
H20 -0.047457 -0.730729 0.454964  0.21
H21 0.066161 -0.510076 2.636380  0.14
H22 0.790997 -2.590133 4.589646  0.46
H23 0.803818 -0.841055 4.944025  0.39
H24 2.188255 -1.183290 0.959659  0.24
H25 1.987623 0.884875 -0.294315  0.44
H26 1.688571 2.692761 -1.187200  0.23
H27 -0.376510 4.002977 0.656010  0.42
H28 -0.685965 3.255701 -0.925943  0.36
H29 -0.195760 2.256473 0.433110  -0.04

Atoms 1-6, force components in eV/Å:
C 0.4 0.0 0.0
C -0.5 0.0 -0.2
H 0.0 -0.2 0.0
O 0.3 -0.2 0.4
C 0.0 0.1 0.1
C 0.0 0.2 -0.1